# C25H23Cl2F6N3O10SbTb

A molecular structure, C25H23Cl2F6N3O10SbTb at a distorted geometry (ωB97M-V/def2-TZVPD, the OMol25 dataset).

Output
- Largest force on an atom: 3.36 eV Å⁻¹
- Charge: +1
- ΔE to the lowest compared entry with this formula, charge and spin: 5.641 eV
- Kohn-Sham gap (alpha / beta): 4.836 / 4.630 eV
- Spin multiplicity: 8

Positions of all 71 atoms, in Å:
1 Tb -0.490 0.252 2.585
2 O -5.373 -1.522 -1.505
3 C -4.328 -1.278 -0.732
4 C -4.275 -1.615 0.626
5 C -3.116 -1.342 1.326
6 N -2.034 -0.766 0.787
7 C -2.112 -0.388 -0.498
8 C -3.216 -0.625 -1.295
9 C -0.928 0.407 -0.936
10 O -0.916 1.417 -1.555
11 O -1.247 2.040 1.206
12 C -3.021 -1.438 2.834
13 O -3.995 -1.354 3.542
14 O -1.801 -1.432 3.278
15 H -6.108 -1.931 -1.026
16 H -5.114 -2.048 1.150
17 H -3.247 -0.323 -2.330
18 C 0.346 -2.950 1.138
19 O 0.821 -1.825 1.878
20 C 1.603 -2.237 3.014
21 C 2.540 -1.082 3.398
22 O 1.840 0.146 3.230
23 C 2.309 1.176 4.111
24 H -0.248 -3.613 1.776
25 H 1.183 -3.511 0.706
26 H -0.276 -2.567 0.329
27 H 2.195 -3.122 2.756
28 H 0.930 -2.486 3.846
29 H 3.431 -1.076 2.752
30 H 2.854 -1.213 4.439
31 H 3.398 1.264 4.050
32 H 2.003 0.963 5.142
33 H 1.845 2.110 3.778
34 F -0.610 1.694 4.059
35 Sb -2.115 0.096 5.027
36 F -1.446 1.069 6.530
37 F -3.814 0.906 5.373
38 F -2.355 -1.442 6.135
39 F -2.656 0.952 3.011
40 F -0.066 -0.581 4.849
41 Cl -0.709 -0.276 -4.107
42 C -0.336 1.375 -4.454
43 C -1.158 2.058 -5.331
44 C -0.973 3.413 -5.552
45 C 0.002 4.101 -4.845
46 C 0.829 3.414 -3.981
47 Cl 2.031 4.273 -3.079
48 C 0.730 2.019 -3.806
49 N 1.610 1.400 -2.953
50 C 2.140 0.127 -3.052
51 C 2.214 -0.541 -4.277
52 C 2.732 -1.817 -4.355
53 C 3.207 -2.445 -3.214
54 C 3.177 -1.777 -2.003
55 C 2.651 -0.499 -1.904
56 C 2.661 0.209 -0.576
57 C 1.316 0.491 0.015
58 O 1.135 1.202 0.981
59 O 0.266 -0.203 -0.510
60 H -1.956 1.525 -5.823
61 H -1.609 3.934 -6.250
62 H 0.116 5.167 -4.959
63 H 2.075 2.046 -2.324
64 H 1.879 -0.034 -5.167
65 H 2.774 -2.317 -5.309
66 H 3.629 -3.433 -3.273
67 H 3.592 -2.244 -1.122
68 H 3.212 1.157 -0.612
69 H 3.190 -0.415 0.151
70 O -1.502 4.206 1.196
71 N -1.320 3.161 1.714